Below is a cluster of 3 separate species, C2H11NO3 in total in a non-equilibrium geometry, with properties calculated with ωB97M-V with the def2-TZVPD basis set.

```
17
C2H11NO3, DFT ωB97M-V with the def2-TZVPD basis set
H -2.532 2.707 -1.553
O -2.873 -1.399 -0.752
H 3.157 -0.061 -0.460
N 2.026 -0.439 1.170
H 2.398 -1.384 -0.636
H -0.211 0.555 0.810
H -2.731 -1.485 0.243
H -2.094 4.242 -1.844
H 0.574 -1.036 2.548
C 2.171 -0.401 -0.344
H 2.466 0.337 1.627
O -0.495 -0.354 0.815
C 0.724 -0.868 1.480
H -2.322 -2.044 -1.140
H 0.667 -1.968 1.093
O -2.292 3.419 -2.231
H 1.365 0.179 -0.825
```

HOMO	-9.563	eV
orbital gap	10.14	eV
energy relative to the best compared isomer or geometry (same formula, charge and spin)	46.2	kcal per mole
SMILES string	CNCO.O.O
charge	0

=====

Below is a cluster of 2 separate species, C2H7BO3 in total in a non-equilibrium geometry, with properties calculated with ωB97M-V with the def2-TZVPD basis set.

```
13
C2H7BO3, DFT ωB97M-V with the def2-TZVPD basis set
H 1.063 -2.699 -0.581
H -0.606 0.911 0.608
H -1.618 2.078 -2.161
C -1.600 1.529 -1.199
H 0.462 0.765 1.735
O -0.215 0.288 1.214
H -1.088 0.505 -1.152
H 2.821 -0.206 0.436
O 1.914 0.087 0.382
C 0.502 -2.050 0.017
H -0.379 -2.473 0.509
O -2.095 1.966 -0.169
B 0.839 -0.700 0.362
```

HOMO (spin up / spin down)	-4.318 / -7.235	eV
orbital gap (spin up / spin down)	4.04 / 4.21	eV
energy relative to the best compared isomer or geometry (same formula, charge and spin)	59.3	kcal per mole
spin multiplicity	3
⟨S²⟩	2.02
charge	0

=====

Below is an isolated molecule of C2H5N3S in a non-equilibrium geometry, with properties calculated with ωB97M-V with the def2-TZVPD basis set.

```
11
C2H5N3S, DFT ωB97M-V with the def2-TZVPD basis set
S -2.567 -0.326 -0.062
H 3.726 -0.163 0.728
H -0.452 -0.506 1.174
C 1.995 -0.344 -0.240
H 1.514 1.493 0.728
N -0.174 0.778 -0.227
H -0.454 1.389 -1.041
C -1.085 -0.029 0.439
H 1.190 -0.908 -0.785
N 1.204 0.758 0.125
N 3.269 -0.659 -0.042
```

HOMO	-9.099	eV
orbital gap	9.37	eV
energy relative to the best compared isomer or geometry (same formula, charge and spin)	63.2	kcal per mole
SMILES string	[H]/N=C\NNC=S
charge	0

=====

DFT total energy readings, ordered: -9883.1948; -9001.5660; -17458.3727 eV